No. 1
# C4H9N5

An isolated molecule of C4H9N5 at a distorted geometry (ωB97M-V/def2-TZVPD, the Open Molecules 2025 dataset).

Geometry as ORCA input:
```
! wB97M-V def2-TZVPD RIJCOSX def2/J DEFGRID3
* xyz 0 1
C 0.93321 -1.12480 1.37372
C 1.22035 1.36955 -0.43312
C -0.29101 1.20306 1.68406
C -0.05017 0.76977 0.17722
N 1.72024 -1.23583 2.20819
N -1.08325 -1.05704 -1.35875
N -0.30765 -1.56012 -0.51113
N -1.68580 -2.01776 -2.08272
N 0.13003 -0.73031 0.38592
H 0.88330 2.03772 -1.17481
H 1.99614 1.67437 0.36936
H 1.61090 0.43450 -1.06774
H 0.73667 0.98252 2.18759
H -1.16900 0.80093 2.17294
H -0.41030 2.25027 1.67330
H -1.03445 0.82622 -0.47587
H -1.26546 -2.88130 -2.11074
H -1.93377 -1.74174 -3.01743
*
```

Values from the calculation:
HOMO energy	-0.3152	Ha
SMILES	CC(C)N(C#N)/N=N/N
energy relative to the best compared isomer or geometry (same formula, charge and spin)	4.309	eV
E_LUMO	1.0	eV
energy	-431.4489	a.u.

***

No. 2
# C4H9N6O4

The ion C4H9N6O4 with charge +1 at a distorted geometry (ωB97M-V/def2-TZVPD, the Open Molecules 2025 dataset).

Geometry as ORCA input:
```
! wB97M-V def2-TZVPD RIJCOSX def2/J DEFGRID3
* xyz 1 1
C -0.03940 0.96176 0.20954
C 0.51465 3.05803 0.60110
C 0.02819 2.36739 1.88883
C -0.30422 -0.55200 -0.70865
N -1.67560 -2.32522 -0.56454
N 0.84959 -2.34011 -1.54433
N 0.48489 1.94890 -0.37810
N -0.40944 1.04387 1.42564
N -0.94013 -1.59460 0.16665
N 0.96842 -1.09555 -1.30524
O -0.74914 -1.52040 1.40306
O 1.86456 -0.29253 -1.58830
O -2.34765 -3.28902 0.25832
O 1.86494 -2.92188 -2.30277
H -0.03716 3.93025 0.17873
H 1.52205 3.41510 0.80382
H 0.93323 2.38547 2.48969
H -0.78110 2.85086 2.48453
H -0.95931 -0.44409 -1.64074
H 0.86615 2.03287 -1.36925
H -0.75582 0.14070 1.79939
H -2.89419 -3.92118 -0.33101
H 1.99649 -3.83863 -1.97638
*
```

Values from the calculation:
HOMO energy (spin up / spin down)	-0.4918 / -0.4918	Ha
SMILES	[O-]/[N+](=N\O)C(C1=[NH+]CCN1)/[N+]([O-])=N/O
energy relative to the best compared isomer or geometry (same formula, charge and spin)	0.224	eV
E_LUMO (spin up / spin down)	-3.6 / -3.6	eV
energy	-786.7466	a.u.

***

No. 3
# C4H9N7

An isolated molecule of C4H9N7 at a distorted geometry (ωB97M-V/def2-TZVPD, the Open Molecules 2025 dataset).

Geometry as ORCA input:
```
! wB97M-V def2-TZVPD RIJCOSX def2/J DEFGRID3
* xyz 0 1
C -0.64085 0.76498 0.19864
C 0.21029 -1.22214 -0.29634
C -0.95983 0.65369 1.69310
C 0.02358 1.98809 -0.44966
N -0.97125 -1.65216 -0.94529
N 0.70326 -1.64169 1.00285
N -1.89156 -0.83759 -0.99149
N 1.93814 -1.78420 0.99355
N -1.76387 0.31926 -0.46244
N 1.37754 -1.14489 -1.09554
N 2.41238 -1.58160 -0.21348
H -0.76319 -0.44740 1.82064
H -1.98790 0.92235 1.79857
H -0.33901 1.16230 2.30211
H 0.92645 1.87144 -1.03464
H 0.06720 2.76149 0.30470
H -0.63541 2.22443 -1.25016
H -2.46938 0.96775 -0.84648
H 1.38916 -1.75275 -1.93803
H 3.37424 -1.57136 -0.59060
*
```

Values from the calculation:
HOMO energy (spin up / spin down)	-0.2721 / -0.2721	Ha
energy relative to the best compared isomer or geometry (same formula, charge and spin)	5.963	eV
E_LUMO (spin up / spin down)	0.8 / 0.8	eV
energy	-540.8777	a.u.

***

No. 4
# C4H9N9

A cluster of 2 separate species, C4H9N9 in total at a distorted geometry (ωB97M-V/def2-TZVPD, the Open Molecules 2025 dataset).

Geometry as ORCA input:
```
! wB97M-V def2-TZVPD RIJCOSX def2/J DEFGRID3
* xyz 2 1
C 2.55749 -0.67773 0.65894
C 1.73448 -1.11876 -1.55605
C -1.78313 -1.26818 0.34103
C 0.69141 1.79133 -0.12514
N 3.40297 -0.44459 1.37614
N 1.90879 -1.39812 -2.67248
N -2.87262 -1.78688 -0.31780
N -1.86738 -0.99838 1.62457
N 0.69640 2.40405 -1.25475
N 1.50673 -0.77465 -0.23092
N 0.31272 -0.27014 0.18957
N 1.03027 2.28553 1.05678
N -0.80335 -0.74771 -0.40413
H -3.70628 -1.97143 0.14549
H -3.04023 -2.09236 -1.26687
H -2.55289 -1.49327 2.22915
H -0.99953 -0.63483 2.00032
H 0.70903 1.96644 -2.15052
H 1.15167 3.26770 -1.21455
H 1.69902 3.07921 1.15649
H 1.04074 1.56640 1.81867
H -0.81631 -0.68364 -1.40394
*
```

Values from the calculation:
HOMO energy (spin up / spin down)	-0.6551 / -0.6550	Ha
energy relative to the best compared isomer or geometry (same formula, charge and spin)	2.019	eV
E_LUMO (spin up / spin down)	-9.6 / -9.6	eV
energy	-649.8195	a.u.

***

No. 5
# C4H9NO

An isolated molecule of C4H9NO (ωB97M-V/def2-TZVPD, the Open Molecules 2025 dataset).

Geometry as ORCA input:
```
! wB97M-V def2-TZVPD RIJCOSX def2/J DEFGRID3
* xyz 0 1
C -1.89455 0.09433 0.02057
N -0.51889 0.20237 0.52723
C 0.38117 -0.96627 0.24123
C 1.36538 -0.06726 -0.53040
O 2.66110 -0.00602 0.03977
C 0.50887 1.13672 -0.18654
H -2.46077 -0.65480 0.58609
H -2.37947 1.06965 0.11046
H -1.84894 -0.18739 -1.03342
H -0.16094 -1.71272 -0.34586
H 0.77915 -1.42297 1.15155
H 1.50187 -0.37346 -1.57617
H 2.59765 0.80193 0.57541
H -0.55897 0.43715 1.51645
H -0.01337 1.61705 -1.02234
*
```

Values from the calculation:
HOMO energy	-0.2601	Ha
energy relative to the best compared isomer or geometry (same formula, charge and spin)	4.224	eV
E_LUMO	0.6	eV
energy	-287.6772	a.u.

***

No. 6
# C4H9NO

A cluster of 2 separate species, C4H9NO in total at a distorted geometry (ωB97M-V/def2-TZVPD, the Open Molecules 2025 dataset).

Geometry as ORCA input:
```
! wB97M-V def2-TZVPD RIJCOSX def2/J DEFGRID3
* xyz 0 1
C -1.16201 -1.96530 -0.32660
C -0.11770 -2.25434 0.48082
N 0.43759 -1.37945 1.39821
H -1.62782 -1.01553 -0.53373
H -1.74620 -2.87313 -0.68156
H 0.39574 -3.18099 0.34722
H 0.08259 -0.43056 1.43950
H 1.41142 -1.47566 1.61345
C 0.22104 2.15360 -1.48225
C 0.06424 1.77838 -0.21224
O 0.59408 2.24469 0.94837
H 0.11768 1.39373 -2.25408
H 0.71574 3.06201 -1.75981
H -0.55990 0.93231 0.03000
H 1.17352 3.01026 0.99271
*
```

Values from the calculation:
HOMO energy	-0.2956	Ha
SMILES	C=CN.C=CO
energy relative to the best compared isomer or geometry (same formula, charge and spin)	3.045	eV
E_LUMO	0.7	eV
energy	-287.7205	a.u.

***

No. 7
# C4H9NO

A cluster of 2 separate species, C4H9NO in total (ωB97M-V/def2-TZVPD, the Open Molecules 2025 dataset).

Geometry as ORCA input:
```
! wB97M-V def2-TZVPD RIJCOSX def2/J DEFGRID3
* xyz 0 1
C -1.77032 0.05647 -0.56362
C -0.65913 0.19465 -1.28099
O -0.90881 0.19674 2.53603
C 0.66141 -0.40050 -0.93027
C 1.69610 0.33630 -0.16234
N 0.92231 -0.73385 0.46627
H -1.27129 0.94479 2.04746
H -2.70329 0.50762 -0.89177
H -1.78309 -0.49316 0.37434
H -0.67602 0.76076 -2.21250
H -0.23944 -0.16699 1.92413
H 1.04879 -1.09725 -1.67538
H 1.47614 1.33153 0.21577
H 2.74227 0.15119 -0.39679
H 1.46437 -1.58831 0.54965
*
```

Values from the calculation:
HOMO energy	-0.3609	Ha
SMILES	C=C[C@H]1CN1.O
energy relative to the best compared isomer or geometry (same formula, charge and spin)	2.427	eV
E_LUMO	0.9	eV
energy	-287.7433	a.u.

***

No. 8
# C4H9NO

An isolated molecule of C4H9NO at a distorted geometry (ωB97M-V/def2-TZVPD, the Open Molecules 2025 dataset).

Geometry as ORCA input:
```
! wB97M-V def2-TZVPD RIJCOSX def2/J DEFGRID3
* xyz 0 1
C -1.68333 -0.71904 -0.28611
C 0.21010 1.15261 -0.09633
O -0.24526 1.40371 1.20459
C -0.25930 -0.25754 -0.48632
C 1.63370 0.40233 0.08713
N 0.75099 -0.71905 0.48854
H -2.05762 -0.46078 0.70850
H -2.33736 -0.25741 -1.03362
H -1.74042 -1.80544 -0.41903
H -0.02455 1.99331 -0.76653
H 0.04375 0.50800 1.57743
H 0.07629 -0.43558 -1.51813
H 2.32098 0.75121 0.87190
H 2.23688 0.11816 -0.79307
H 1.07513 -1.67448 0.46104
*
```

Values from the calculation:
HOMO energy	-0.3510	Ha
SMILES	C[C@@H]1NC[C@@H]1O
energy relative to the best compared isomer or geometry (same formula, charge and spin)	2.405	eV
E_LUMO	1.0	eV
energy	-287.7441	a.u.

***

No. 9
# C4H9NO

A structure of composition C4H9NO at a distorted geometry (ωB97M-V/def2-TZVPD, the Open Molecules 2025 dataset).

Geometry as ORCA input:
```
! wB97M-V def2-TZVPD RIJCOSX def2/J DEFGRID3
* xyz 0 1
C -1.13322 0.08343 -0.70881
C 1.18350 -1.16699 0.32154
C -1.92938 0.31471 0.54444
C 0.66528 0.08433 -0.26418
O 2.52666 1.17502 -0.00956
N 0.75752 1.27055 -0.52105
H 2.92501 1.68177 -0.73433
H -1.18162 -0.93383 -1.09704
H -1.34628 0.79056 -1.50594
H 1.67829 -1.73820 -0.46511
H 0.37201 -1.75858 0.75023
H 1.91993 -0.93171 1.08859
H -2.99436 0.13825 0.35322
H -1.62444 -0.35290 1.35426
H -1.81892 1.34359 0.89374
*
```

Values from the calculation:
HOMO energy (spin up / spin down)	-0.3302 / -0.3302	Ha
energy relative to the best compared isomer or geometry (same formula, charge and spin)	5.007	eV
E_LUMO (spin up / spin down)	0.9 / 0.9	eV
energy	-287.6484	a.u.

***

No. 10
# C4H9NO

A cluster of 2 separate species, C4H9NO in total at a distorted geometry (ωB97M-V/def2-TZVPD, the Open Molecules 2025 dataset).

Geometry as ORCA input:
```
! wB97M-V def2-TZVPD RIJCOSX def2/J DEFGRID3
* xyz 0 1
N -1.07733 -1.06781 0.56133
C -0.02349 -0.13853 0.66788
C 1.27219 -0.38561 1.09340
C 0.18199 2.27240 0.46072
C -0.50615 1.10885 0.26484
H -0.92380 -2.09474 0.40902
H -1.89136 -0.67120 0.15208
H 2.02846 0.39389 0.91642
H 1.39948 -1.16721 1.74122
H 0.14270 3.08574 -0.25009
H 0.62267 2.61932 1.45333
H -1.44571 1.20799 -0.30969
H 0.02345 -2.15440 -3.02286
H 0.04299 -1.70340 -1.62944
O 0.15391 -1.30530 -2.50819
*
```

Values from the calculation:
HOMO energy	-0.2899	Ha
SMILES	C=CC(=C)N.O
energy relative to the best compared isomer or geometry (same formula, charge and spin)	3.545	eV
E_LUMO	0.3	eV
energy	-287.7022	a.u.

***

No. 11
# C4H9NO

A cluster of 2 separate species, C4H9NO in total at a distorted geometry (ωB97M-V/def2-TZVPD, the Open Molecules 2025 dataset).

Geometry as ORCA input:
```
! wB97M-V def2-TZVPD RIJCOSX def2/J DEFGRID3
* xyz 0 1
C 0.39838 0.68934 -0.02681
C 1.80374 -1.30614 -0.98909
C -1.73865 0.03480 1.17557
C -0.98317 -0.00571 -0.12438
N 0.76597 2.08782 -0.10941
O 0.99039 1.20130 1.07344
H 2.27022 -0.93001 -1.91349
H 0.86341 -1.79757 -1.07338
H 2.34688 -1.85015 -0.29667
H -1.21824 -0.80677 1.77630
H -2.79395 -0.26191 0.81460
H -1.82462 1.03521 1.70506
H -1.54782 0.60243 -0.87646
H -0.95132 -1.03889 -0.51817
H 1.61877 2.34625 -0.61712
*
```

Values from the calculation:
HOMO energy (spin up / spin down)	-0.3142 / -0.2914	Ha
energy relative to the best compared isomer or geometry (same formula, charge and spin)	7.705	eV
E_LUMO (spin up / spin down)	0.8 / 0.5	eV
energy	-287.5493	a.u.

***

No. 12
# C4H9NO

An isolated molecule of C4H9NO (ωB97M-V/def2-TZVPD, the Open Molecules 2025 dataset).

Geometry as ORCA input:
```
! wB97M-V def2-TZVPD RIJCOSX def2/J DEFGRID3
* xyz 0 1
C 0.85100 -0.79827 -0.74067
C 1.20294 1.43935 0.86432
C 0.12318 0.67299 1.12287
O -0.52418 0.18217 2.02457
N -0.35487 0.05689 -0.40919
C -1.64986 -0.66604 -0.32410
H 0.65388 -1.34603 -1.65730
H 1.79024 -0.23879 -0.84174
H 1.01019 -1.47094 0.11010
H 1.85099 1.72235 1.67601
H 1.44194 1.76583 -0.14027
H -0.45789 0.85512 -1.03639
H -1.63110 -1.55436 -0.95768
H -1.81294 -0.93752 0.72510
H -2.48615 -0.03072 -0.64028
*
```

Values from the calculation:
HOMO energy	-0.2766	Ha
SMILES	C=C([O-])[NH+](C)C
energy relative to the best compared isomer or geometry (same formula, charge and spin)	2.678	eV
E_LUMO	0.7	eV
energy	-287.7340	a.u.

***

What is the energy relative to the best compared isomer or geometry (same formula, charge and spin) in the sixth record? 3.045 eV

***

Which of these has the lowest energy? C4H9N6O4

***

Number 7 is which compound? C4H9NO